This record from the OMol25 dataset describes a structure of composition H8N2Si2 at a distorted geometry. The level of theory is ωB97M-V/def2-TZVPD.

XYZ file:
```
12
Properties=species:S:1:pos:R:3:forces:R:3:mulliken_charge:R:1
Si -1.667 -0.546 0.017 -0.679 1.630 -0.041 0.281
Si 1.597 -0.579 -0.091 1.087 0.473 1.297 0.182
N 0.007 -0.094 0.172 -0.574 -1.832 -0.012 0.401
N -0.238 1.265 0.253 1.438 3.720 0.133 -0.670
H -2.174 0.282 1.157 -0.514 -0.974 -0.003 -0.087
H -2.040 -1.989 -0.021 0.247 0.196 -0.059 -0.142
H 2.536 -0.549 1.092 -0.560 -0.133 -0.149 -0.101
H 0.274 1.712 1.075 -0.881 -0.646 -1.585 0.249
H 2.253 0.240 -1.036 0.503 1.349 -0.912 -0.129
H 1.611 -1.767 -0.788 -0.097 -2.406 -0.634 -0.148
H -2.184 0.301 -1.170 0.204 -1.068 0.436 -0.098
H 0.024 1.724 -0.660 -0.174 -0.307 1.528 0.262
```
Positions in Å, forces in eV/Å.

Calculated values
M   92.25 g mol⁻¹
Lowest unoccupied orbital energy   0.0300 hartree
Electronic energy   -18863.3614 eV
Orbital gap   10.28 eV